93
Properties=species:S:1:pos:R:3:forces:R:3:mulliken_spin:R:1 method="wB97M-V/def2-TZVPD" e_above_lowest_kj_mol=23.3 charge=+2 gap_ev="5.3 / 6.0" homo_ev="-13.6 / -13.8" s_squared=1.757 spin_multiplicity=2
Be 2.938 -2.142 -1.014 -1.753 -0.408 0.717 0.644
Be 1.855 1.751 -0.937 -0.072 0.090 1.318 0.364
F 1.085 -0.615 -0.146 0.656 0.547 -1.085 0.266
C 0.240 -6.051 -2.041 2.473 0.958 -2.040 0.006
C 0.338 -4.573 -1.679 -2.069 1.017 1.475 -0.016
C -1.090 -4.184 -1.194 0.903 0.494 -0.680 0.027
C -1.489 -4.709 0.132 0.335 1.126 1.540 0.006
C -0.494 -4.116 1.159 1.243 -0.702 -1.290 0.021
C 0.987 -4.568 0.894 -1.050 2.551 0.067 -0.027
N 1.326 -4.348 -0.576 -0.983 2.373 1.418 0.150
O 2.613 -4.807 -0.804 1.061 0.197 -0.692 -0.022
C 1.815 -3.623 1.784 0.017 -0.086 -0.974 0.058
C 1.177 -5.915 1.364 0.314 -3.481 -1.193 0.006
C 0.609 -3.540 -2.839 0.079 -2.284 0.231 0.082
H -0.411 -6.793 -1.578 -0.091 0.652 0.056 0.001
H 1.286 -6.354 -1.995 -0.050 -1.102 0.238 -0.002
H 0.200 -5.962 -3.126 -0.961 -0.950 -0.192 -0.001
H -1.153 -3.100 -1.106 0.175 0.328 -0.048 -0.018
H -1.802 -4.427 -1.982 0.099 -0.333 -0.126 0.000
H -1.585 -5.792 0.202 -0.348 0.166 0.076 -0.001
H -2.380 -4.116 0.338 -0.796 -1.016 0.265 -0.001
H -0.699 -4.339 2.206 -0.235 0.039 -0.117 -0.001
H -0.435 -3.040 0.998 -0.482 0.148 0.202 -0.009
H 1.500 -2.613 1.522 0.224 0.301 0.346 -0.022
H 1.595 -3.869 2.823 0.056 0.269 0.008 0.000
H 2.885 -3.745 1.619 0.098 -0.074 0.040 0.004
H 2.176 -6.315 1.191 0.496 0.477 0.899 -0.002
H 0.773 -6.122 2.355 0.340 0.111 -0.058 0.001
H 0.699 -6.590 0.653 -0.871 -0.282 0.188 -0.001
H -0.008 -3.821 -3.692 -0.067 -0.061 -0.075 -0.003
H 1.634 -3.719 -3.163 0.248 0.768 -0.130 0.004
H 0.288 -2.534 -2.569 0.651 0.010 0.288 -0.041
H 2.570 -5.661 -1.241 0.093 -0.644 0.007 0.000
C 1.084 6.071 1.446 -0.273 -1.143 1.644 0.012
C 2.096 5.163 0.610 -4.605 2.042 -2.087 0.019
C 3.415 5.802 0.674 2.166 0.967 0.438 0.002
C 4.233 5.235 1.800 0.442 0.135 0.322 0.004
C 4.287 3.746 1.769 -0.840 -1.251 -0.602 0.015
C 2.850 3.091 1.964 1.836 -0.815 -1.778 -0.047
N 1.969 3.694 0.878 2.483 -0.544 -1.389 0.160
O 0.630 3.228 0.886 0.796 0.750 0.792 0.010
C 3.054 1.596 1.662 -1.349 -0.202 0.591 0.090
C 2.414 3.219 3.396 -0.393 0.574 0.837 0.016
C 1.566 5.473 -0.858 0.601 -2.369 0.204 -0.010
H 0.072 6.201 1.063 0.185 -0.299 -0.529 -0.001
H 1.412 7.069 1.739 0.481 -0.049 -0.616 -0.001
H 0.924 5.640 2.434 -0.102 -0.248 0.329 0.001
H 3.979 5.947 -0.248 -0.133 -0.938 -0.361 0.000
H 3.220 6.839 0.947 0.063 0.009 -0.138 0.000
H 3.650 5.584 2.652 0.743 -0.133 0.787 0.000
H 5.269 5.575 1.800 -0.246 0.594 0.242 0.000
H 5.065 3.262 2.360 -0.567 0.274 1.344 0.000
H 4.744 3.370 0.854 -0.670 0.395 -1.021 -0.004
H 3.264 1.094 2.606 0.795 -0.111 -0.123 -0.016
H 2.097 1.110 1.470 -0.505 0.028 -0.418 -0.004
H 3.746 1.306 0.871 0.347 0.336 0.080 0.021
H 1.771 2.459 3.838 -0.323 -0.254 -0.657 -0.002
H 3.325 3.123 3.988 -0.056 0.442 0.166 -0.002
H 1.922 4.175 3.576 0.306 0.110 0.298 0.000
H 1.584 6.527 -1.137 0.088 -0.220 0.168 0.001
H 0.617 4.989 -1.090 -0.586 0.581 0.596 -0.008
H 2.192 4.839 -1.485 0.681 0.577 -0.534 0.010
H 0.396 3.637 1.722 -1.498 -0.196 0.484 -0.004
C -3.079 1.461 1.176 0.141 0.823 -0.843 -0.052
C -2.995 0.165 0.329 -1.756 -1.476 0.931 0.004
C -4.437 -0.400 0.158 -1.408 1.674 -1.071 -0.005
C -5.261 0.293 -0.983 0.971 -1.074 -0.983 0.010
C -4.503 -0.008 -2.331 -0.116 -0.169 2.209 -0.010
C -3.018 0.522 -2.267 -0.869 0.750 -2.971 0.029
N -2.309 0.265 -1.010 -0.762 2.438 0.085 -0.616
O -1.058 0.839 -0.983 -2.206 -0.263 -0.651 0.112
C -2.221 -0.144 -3.450 1.058 0.123 0.143 -0.058
C -3.079 2.139 -2.636 1.866 -0.864 1.298 -0.107
C -2.268 -0.917 1.080 1.721 -1.638 -0.197 -0.025
H -4.065 1.911 1.289 -0.423 -0.655 -0.364 -0.001
H -2.559 2.277 0.672 0.737 -0.065 0.489 0.003
H -2.761 1.243 2.195 0.496 0.213 -0.269 0.001
H -4.545 -1.472 -0.006 0.671 -0.060 -0.155 0.001
H -5.010 -0.212 1.066 0.488 0.024 0.341 0.001
H -5.488 1.358 -0.931 0.351 0.061 0.580 -0.001
H -6.225 -0.214 -1.015 -0.040 0.066 -0.075 0.000
H -5.100 0.348 -3.170 0.673 0.459 -0.165 0.001
H -4.513 -1.093 -2.428 0.326 -0.123 -0.083 0.001
H -2.328 -1.220 -3.592 -0.799 0.008 0.272 0.004
H -2.383 0.356 -4.405 -0.593 -0.029 0.172 0.003
H -1.138 -0.068 -3.353 0.124 0.448 0.472 0.005
H -2.075 2.563 -2.653 0.480 -0.479 0.029 0.003
H -3.394 2.327 -3.662 -0.889 -0.384 0.428 -0.004
H -3.492 2.721 -1.812 -0.954 -0.181 -0.410 0.000
H -2.290 -1.831 0.486 -0.307 -0.141 -0.203 -0.006
H -2.638 -1.247 2.051 -0.464 0.714 -0.020 0.001
H -1.191 -0.793 1.186 0.127 0.681 0.229 0.003
H -0.473 0.117 -0.745 1.755 -1.123 1.039 -0.030